No. 1
Molecular formula: C56H52AsBN6PPt
Method: DFT, the ωB97M-V functional and the def2-TZVPD basis

Geometry as XYZ:
```
118
Properties=species:S:1:pos:R:3:forces:R:3
Pt -1.108 -1.263 -0.533 -1.6 1.1 -1.6
C -4.272 -5.575 1.096 0.0 0.0 -0.2
C -3.420 -4.380 1.317 0.1 0.1 0.5
C -3.046 -3.813 2.520 0.1 0.0 -0.3
C -2.229 -2.724 2.190 -0.4 -0.6 -0.4
N -2.136 -2.657 0.860 0.6 1.0 0.9
N -2.853 -3.658 0.332 -0.5 -0.4 0.0
B -2.995 -3.872 -1.182 0.6 0.6 0.3
N -3.604 -2.607 -1.796 -0.7 -0.3 -0.3
N -3.045 -1.406 -1.613 1.4 -0.3 0.9
C -3.778 -0.501 -2.274 -0.2 -0.3 -0.1
C -4.835 -1.162 -2.910 0.4 -0.1 0.2
C -4.694 -2.496 -2.578 0.1 0.4 0.0
C -5.559 -3.633 -2.979 0.0 -0.1 0.1
C -3.559 0.936 -2.229 0.3 0.4 0.1
C -2.997 1.523 -1.098 0.0 -0.2 -0.1
C -2.894 2.897 -1.006 0.0 0.1 0.1
C -3.336 3.703 -2.041 0.0 0.0 0.0
C -3.878 3.125 -3.179 0.0 0.0 0.0
C -3.995 1.752 -3.273 0.1 -0.2 0.1
N -1.605 -4.063 -1.798 -0.2 -0.6 -0.3
N -0.590 -3.199 -1.638 0.7 1.1 0.0
C 0.445 -3.648 -2.350 -0.5 -0.6 -0.3
C 0.075 -4.836 -2.990 -0.3 0.2 0.2
C -1.227 -5.077 -2.599 0.4 0.1 -0.2
C -2.059 -6.260 -2.929 -0.2 0.0 0.1
C 1.817 -3.164 -2.340 0.3 0.2 0.2
C 2.458 -2.965 -1.122 -0.1 -0.2 -0.1
C 3.825 -2.763 -1.089 0.1 0.0 0.1
C 4.551 -2.715 -2.267 0.0 -0.1 0.1
C 3.906 -2.862 -3.484 0.1 -0.1 0.0
C 2.546 -3.103 -3.523 -0.1 -0.1 0.1
C -1.628 -1.790 3.133 0.1 0.4 0.1
C -1.250 -2.241 4.398 0.0 0.0 -0.2
C -0.792 -1.354 5.352 0.0 0.0 0.0
C -0.745 0.000 5.070 0.0 0.1 -0.1
C -1.118 0.459 3.818 -0.1 0.1 0.1
C -1.534 -0.431 2.844 -0.2 0.0 0.0
H -4.598 -5.973 2.053 0.0 0.0 0.0
H -3.714 -6.347 0.570 0.0 -0.1 0.0
H -5.151 -5.325 0.505 -0.1 -0.1 0.0
H -3.344 -4.114 3.502 -0.1 -0.1 0.2
H -3.673 -4.801 -1.408 -0.2 -0.3 -0.1
H -5.608 -0.719 -3.503 -0.2 0.1 -0.1
H -6.396 -3.261 -3.562 0.0 0.0 0.0
H -5.947 -4.158 -2.109 0.0 -0.1 0.0
H -5.002 -4.342 -3.588 0.0 -0.1 0.0
H -2.689 0.885 -0.270 -0.1 0.1 0.0
H -2.490 3.348 -0.113 0.0 0.0 0.0
H -3.268 4.776 -1.956 0.0 0.1 0.0
H -4.223 3.752 -3.986 0.0 0.0 -0.1
H -4.423 1.303 -4.157 0.0 0.0 -0.1
H 0.692 -5.443 -3.619 0.1 -0.2 -0.1
H -1.460 -6.960 -3.504 0.0 0.0 0.0
H -2.932 -5.985 -3.516 -0.1 0.0 0.0
H -2.398 -6.759 -2.023 -0.1 -0.1 0.0
H 1.868 -3.036 -0.216 0.1 0.0 0.1
H 4.340 -2.658 -0.145 0.0 0.0 0.1
H 5.620 -2.576 -2.232 0.1 0.1 0.0
H 4.471 -2.816 -4.402 0.1 0.0 -0.1
H 2.042 -3.254 -4.466 0.0 0.0 -0.1
H -1.320 -3.292 4.632 0.0 -0.1 0.0
H -0.497 -1.716 6.325 0.0 0.0 0.1
H -0.434 0.703 5.827 0.1 0.1 0.1
H -1.115 1.523 3.625 0.0 0.0 -0.1
H -1.845 -0.071 1.864 -0.1 0.0 0.2
C 0.264 1.978 -0.243 -0.7 -0.2 0.0
C 1.483 2.884 -0.259 0.3 0.1 0.1
As 1.116 4.847 0.027 0.2 -0.3 0.1
C 2.981 5.331 0.376 -0.2 0.0 -0.1
C 3.805 4.615 1.237 0.0 -0.2 0.0
C 5.087 5.054 1.517 0.0 -0.1 0.1
C 5.565 6.216 0.936 0.1 0.1 0.0
C 4.762 6.931 0.066 0.1 0.1 0.0
C 3.479 6.489 -0.210 -0.3 0.0 -0.1
C 0.500 4.786 1.902 0.0 0.0 -0.2
C 1.262 5.192 2.992 0.2 0.0 -0.1
C 0.761 5.090 4.280 0.0 0.0 0.1
C -0.514 4.599 4.501 0.0 0.0 0.1
C -1.312 4.262 3.420 -0.1 0.0 0.0
C -0.809 4.374 2.136 0.0 -0.1 -0.3
P 0.727 0.175 -0.055 0.9 -0.5 0.2
C 1.883 0.130 -1.461 -0.2 -0.1 0.1
C 3.238 0.415 -1.367 -0.1 0.1 0.1
C 3.988 0.578 -2.518 0.0 0.1 0.0
C 3.391 0.446 -3.760 0.0 0.1 0.0
C 2.048 0.115 -3.859 0.0 0.3 0.0
C 1.291 -0.028 -2.712 -0.2 0.1 0.2
C 1.731 0.234 1.479 -0.3 -0.1 0.0
C 1.493 1.242 2.412 0.0 0.0 -0.1
C 2.277 1.367 3.542 0.1 0.0 0.0
C 3.313 0.478 3.770 -0.1 0.0 0.0
C 3.529 -0.558 2.877 0.1 -0.1 0.0
C 2.739 -0.688 1.748 -0.2 0.0 -0.1
H -0.299 2.070 -1.178 0.0 -0.1 0.2
H -0.413 2.236 0.576 -0.1 -0.1 -0.1
H 1.987 2.815 -1.227 -0.1 0.1 0.1
H 2.201 2.576 0.500 0.0 0.1 -0.1
H 3.444 3.717 1.725 0.0 0.0 0.0
H 5.708 4.495 2.201 0.1 -0.1 0.0
H 6.560 6.565 1.167 0.1 0.0 0.0
H 5.127 7.839 -0.389 0.0 0.1 0.0
H 2.842 7.051 -0.884 0.1 0.1 0.0
H 2.251 5.604 2.840 0.0 -0.1 0.1
H 1.369 5.409 5.114 0.1 0.0 0.1
H -0.896 4.502 5.506 0.0 0.0 0.1
H -2.330 3.934 3.574 -0.1 0.0 0.0
H -1.451 4.166 1.289 0.0 0.0 0.1
H 3.704 0.524 -0.398 0.1 0.0 0.1
H 5.038 0.818 -2.438 0.1 0.0 0.0
H 3.971 0.596 -4.656 0.1 0.0 -0.1
H 1.599 -0.008 -4.832 -0.1 0.0 -0.1
H 0.225 -0.263 -2.768 0.2 0.0 -0.1
H 0.697 1.952 2.262 0.0 0.2 0.0
H 2.075 2.166 4.238 0.0 0.1 0.1
H 3.936 0.594 4.643 0.1 -0.1 0.1
H 4.322 -1.267 3.057 0.1 -0.1 0.0
H 2.911 -1.503 1.066 0.1 -0.1 -0.1
```
Positions in Å, forces in eV/Å.

Computed properties:
Max |F| in eV Å⁻¹: 2.52
Multiplicity: 1
Net charge: +1
Orbital gap (spin up / spin down) in eV: 5.833 / 5.835
E_HOMO (spin up / spin down) in eV: -10.625 / -10.625
ΔE to the lowest compared entry with this formula, charge and spin in kcal/mol: 55.9

Mulliken population analysis, charges in e, atoms 1 to 8: Pt 2.338; C -1.408; C 0.892; C -1.635; C 0.072; N -0.125; N 0.298; B -0.807


No. 2
Molecular formula: C56H52N9O4PPdS
Method: DFT, the ωB97M-V functional and the def2-TZVPD basis

Geometry as XYZ:
```
124
Properties=species:S:1:pos:R:3:forces:R:3
Pd -0.400 0.500 0.052 -0.5 0.1 -0.1
C -3.026 -2.695 -4.336 0.0 0.1 0.1
N -2.921 -2.051 -3.034 0.0 -0.1 -0.1
C -1.879 -1.286 -2.577 0.2 0.1 -0.1
N -2.081 -0.905 -1.339 -0.1 -0.1 0.2
C -3.272 -1.449 -0.954 -0.1 0.1 0.1
C -3.822 -2.158 -1.998 0.0 -0.1 -0.1
C -5.059 -2.958 -2.076 0.0 0.0 0.1
C -5.986 -2.770 -3.099 0.0 0.0 0.0
C -7.152 -3.522 -3.147 0.0 0.0 0.0
C -7.412 -4.466 -2.164 0.0 0.0 0.0
C -6.497 -4.654 -1.134 0.0 0.0 0.0
C -5.329 -3.910 -1.092 0.0 0.0 0.0
C -3.788 -1.305 0.422 0.1 0.0 0.0
C -5.115 -0.970 0.678 0.0 0.0 0.0
C -5.578 -0.873 1.983 0.0 0.0 0.0
C -4.717 -1.111 3.048 0.0 0.0 0.0
C -3.392 -1.444 2.798 0.0 0.0 0.0
C -2.926 -1.532 1.494 0.0 0.0 0.0
P -0.366 -0.983 -3.546 0.0 -0.1 0.0
C 0.884 -1.553 -2.342 0.0 0.1 0.0
N 0.838 -1.387 -1.045 0.1 -0.1 0.2
C 1.909 -2.056 -0.513 -0.1 0.0 0.2
C 2.646 -2.614 -1.535 0.1 0.0 -0.1
N 1.982 -2.289 -2.698 0.0 -0.1 -0.1
C 2.393 -2.637 -4.051 0.0 0.0 0.1
C 3.920 -3.360 -1.533 -0.1 0.0 0.0
C 5.062 -2.772 -0.993 0.0 0.0 0.0
C 6.262 -3.465 -0.960 0.0 0.0 0.0
C 6.339 -4.752 -1.477 0.0 0.0 0.0
C 5.208 -5.346 -2.020 0.0 0.0 0.0
C 4.004 -4.655 -2.043 0.0 0.0 0.0
C 2.054 -2.183 0.958 0.0 0.0 -0.1
C 2.833 -3.180 1.549 0.0 0.0 0.0
C 2.883 -3.314 2.930 0.0 0.0 0.0
C 2.130 -2.476 3.743 0.0 0.0 -0.1
C 1.342 -1.493 3.157 0.0 0.0 0.0
C 1.317 -1.334 1.780 -0.1 0.0 0.0
C -0.206 0.820 -3.394 0.0 -0.1 0.1
N -0.411 1.527 -2.312 0.1 0.3 0.1
C -0.209 2.838 -2.656 -0.1 0.0 0.1
C 0.138 2.914 -3.989 0.1 0.0 -0.1
N 0.136 1.617 -4.450 0.0 -0.1 -0.2
C 0.479 1.174 -5.794 0.0 0.1 0.1
C 0.538 4.060 -4.830 0.0 0.0 0.0
C -0.132 4.366 -6.014 0.0 0.0 0.0
C 0.252 5.456 -6.784 0.0 0.0 0.0
C 1.305 6.260 -6.371 0.0 0.0 0.0
C 1.974 5.968 -5.189 0.0 0.0 0.0
C 1.597 4.873 -4.426 0.0 0.0 0.0
C -0.402 3.932 -1.683 0.0 0.0 -0.1
C -0.769 5.215 -2.091 0.0 0.0 0.0
C -0.951 6.225 -1.158 0.0 0.0 0.0
C -0.785 5.962 0.195 0.0 0.0 0.0
C -0.440 4.681 0.606 0.0 0.0 0.0
C -0.244 3.671 -0.324 0.0 0.0 0.0
H -2.031 -2.849 -4.743 0.0 0.0 0.0
H -3.597 -2.085 -5.037 0.0 0.0 0.0
H -3.519 -3.657 -4.224 0.0 0.0 0.0
H -5.811 -2.009 -3.851 0.0 0.0 0.0
H -7.864 -3.358 -3.946 0.0 0.0 0.0
H -8.324 -5.048 -2.196 0.0 0.0 0.0
H -6.694 -5.386 -0.361 0.0 0.0 0.0
H -4.618 -4.057 -0.289 0.0 0.0 0.0
H -5.784 -0.776 -0.153 0.0 0.0 0.0
H -6.609 -0.600 2.170 0.0 0.0 0.0
H -5.074 -1.026 4.066 0.0 0.0 0.0
H -2.712 -1.620 3.624 0.0 0.0 0.0
H -1.885 -1.755 1.291 0.0 0.0 0.0
H 3.449 -2.889 -4.043 0.0 0.0 0.0
H 2.240 -1.790 -4.716 0.0 0.0 0.0
H 1.827 -3.488 -4.431 0.0 0.0 0.0
H 4.995 -1.768 -0.590 0.0 0.0 0.0
H 7.141 -2.998 -0.534 0.0 0.0 0.0
H 7.277 -5.292 -1.453 0.0 0.0 0.0
H 5.259 -6.352 -2.418 0.0 0.0 0.0
H 3.116 -5.129 -2.445 0.0 0.0 0.0
H 3.389 -3.875 0.933 0.0 0.0 0.0
H 3.489 -4.097 3.369 0.0 0.0 0.0
H 2.147 -2.602 4.820 0.0 0.0 0.0
H 0.716 -0.856 3.775 0.0 0.0 0.0
H 0.675 -0.559 1.307 0.3 -0.3 0.3
H 1.040 1.959 -6.291 0.0 0.0 0.0
H -0.415 0.953 -6.378 0.0 0.0 0.0
H 1.094 0.280 -5.746 0.0 0.0 0.0
H -0.972 3.755 -6.325 0.0 0.0 0.0
H -0.279 5.682 -7.700 0.0 0.0 0.0
H 1.601 7.115 -6.966 0.0 0.0 0.0
H 2.795 6.593 -4.861 0.0 0.0 0.0
H 2.113 4.643 -3.502 0.0 0.0 0.0
H -0.932 5.422 -3.142 0.0 0.0 0.0
H -1.242 7.215 -1.488 0.0 0.0 0.0
H -0.934 6.748 0.925 0.0 0.0 0.0
H -0.341 4.468 1.664 0.0 0.0 0.0
H -0.014 2.644 -0.018 0.1 0.3 0.0
C 4.473 0.066 8.622 0.0 0.0 0.0
C 3.405 -0.116 7.549 0.1 0.0 0.1
S 2.896 1.469 6.940 0.0 0.2 0.0
O 2.434 2.266 8.050 0.1 0.0 -0.1
O 3.930 1.979 6.069 0.0 0.0 0.1
C 1.504 1.068 5.918 0.0 0.0 -0.1
C 1.003 2.336 5.234 -0.1 -0.1 0.0
N 0.041 1.998 4.188 0.0 0.1 0.1
C 0.362 1.830 2.884 0.0 0.0 0.0
N -0.707 1.538 2.150 0.3 -0.2 -0.1
C -1.762 1.527 3.001 -0.2 -0.1 -0.2
C -1.326 1.804 4.262 0.0 0.0 0.3
N -2.079 1.777 5.472 0.1 0.0 -0.2
O -3.281 1.633 5.373 0.0 0.0 0.0
O -1.471 1.878 6.531 0.0 0.0 0.0
C 1.745 1.986 2.363 0.0 0.0 0.0
H 4.784 -0.908 8.996 0.0 0.0 0.0
H 4.086 0.652 9.453 0.0 0.0 0.0
H 5.347 0.575 8.218 0.0 0.0 0.0
H 2.510 -0.606 7.935 0.0 0.0 0.0
H 3.777 -0.661 6.681 0.0 0.0 0.0
H 0.728 0.628 6.545 0.0 0.0 0.0
H 1.869 0.341 5.189 -0.1 0.0 0.0
H 1.829 2.859 4.758 0.0 0.0 0.0
H 0.540 2.997 5.958 0.0 0.0 0.0
H -2.767 1.305 2.685 0.0 0.0 0.0
H 2.041 3.038 2.357 0.0 0.0 0.0
H 1.748 1.609 1.340 0.0 0.0 0.0
H 2.472 1.426 2.955 0.0 0.0 0.0
```
Positions in Å, forces in eV/Å.

Computed properties:
Max |F| in eV Å⁻¹: 0.51
Multiplicity: 1
Orbital gap in eV: 5.499
E_HOMO in eV: -5.551
ΔE to the lowest compared entry with this formula, charge and spin in kcal/mol: 10.9

Mulliken population analysis, charges in e, atoms 1 to 8: Pd -1.325; C -1.051; N 0.370; C -0.854; N 0.571; C -0.271; C 0.518; C -0.275